DFT (wB97M-V/def2-TZVPD) results for a structure of composition C26H37N2O3 in a non-equilibrium geometry.

As for the maximum force: 18.86 eV Å⁻¹. As for the orbital gap: 7.59 eV. The value obtained for the HOMO energy is -9.63 eV. Its electronic energy is -1347.224762 Ha. The value obtained for the LUMO energy is -0.0748 hartree. Its total charge is +1.

XYZ file:
```
68
C26H37N2O3, DFT wB97M-V/def2-TZVPD
C 0.95681 -1.34354 5.66091
H 1.25407 -1.72865 6.56942
O 1.17803 -2.25260 4.54096
C 0.97282 -1.96932 3.40520
C 0.73787 -0.66754 3.08717
C 0.34422 -0.56765 1.68980
C 0.38951 -1.63522 0.83877
C 1.02873 -2.85601 1.10621
C 1.22218 -3.14084 2.45693
O 1.50076 -4.21771 3.03360
C 1.58591 -5.56586 2.04511
C 0.33773 -6.16062 1.83223
C -0.36607 -6.37302 3.33621
H -1.51898 -6.84014 2.89061
H -0.38563 -5.62974 3.89235
H -0.02919 -7.36490 3.70694
C 0.32201 -7.14108 1.07223
H -0.65927 -7.69141 0.77233
H 0.89561 -6.84679 -0.14207
H 0.89892 -8.05500 1.35650
H -0.30574 -5.30574 1.42538
H 2.02523 -5.40481 1.25050
H 2.11321 -6.19334 2.71583
H 0.85994 -3.74446 0.37959
N 0.58820 -1.44840 -0.87748
C 0.07021 -0.25784 -1.46311
O -0.07077 0.88342 -0.76312
C 0.00962 -0.55091 -3.09405
H -0.47553 -1.61718 -3.07951
C -1.08288 0.51443 -3.49913
N -0.47691 1.82235 -3.33421
C 0.88904 2.09004 -3.87554
C 1.79511 1.13327 -3.43640
H 2.77067 1.31895 -3.80757
C 1.36425 -0.32977 -3.49269
H 2.05350 -1.04072 -3.31775
H 1.46630 -0.51238 -4.65267
H 1.75277 1.27359 -2.34178
H 1.05703 3.08222 -3.75432
H 0.54173 1.78794 -5.05496
C -1.69347 2.98728 -3.42926
C -1.52106 3.90505 -2.54744
H -0.27659 4.32413 -2.45861
H -1.90750 4.94612 -2.77109
C -1.66891 3.69745 -1.12351
C -1.41515 5.13163 -0.20798
C -2.28848 6.18070 -0.04991
C -1.94239 7.31964 0.75806
C -0.59013 7.14143 1.27919
C 0.11854 5.87912 1.28556
C -0.16499 4.96712 0.44799
H 0.48886 4.10560 0.39818
H 1.13704 6.17618 1.72225
H -0.52704 8.04991 2.05408
H -2.67016 8.11927 0.75710
H -3.37215 6.05623 -0.76791
H -2.76894 3.65922 -1.02452
H -1.31508 2.81839 -0.69581
H -1.46696 3.20701 -4.62297
H -2.83216 2.59380 -3.34491
H -0.26335 1.85846 -2.12488
H -2.09017 0.38025 -3.08041
H -1.03735 0.39836 -4.63407
H 0.37060 -2.43394 -1.13533
H 0.06131 0.49917 1.35641
H 0.42428 0.09261 3.68475
H -0.02762 -0.94167 5.80833
H 1.62805 -0.57152 5.38827
```